This record from OMol25 describes a cluster of 2 separate species, C8H11N2 in total at a distorted geometry. The level of theory is ωB97M-V/def2-TZVPD.

Output
E_LUMO: -0.176 Ha
HOMO energy: -12.5 eV
ΔE to the lowest compared entry with this formula, charge and spin: 2.651 eV
charge: +1
frontier orbital gap: 7.7 eV

The geometry in XYZ format:
```
21
C8H11N2 | OMol25 | ωB97M-V/def2-TZVPD
C -3.14 -0.01 0.61
C -2.47 1.24 0.70
C -2.54 -1.15 -0.03
C -1.18 1.22 0.18
C -1.29 -0.99 -0.62
C 2.20 -0.36 0.29
C 3.57 0.21 0.27
C 0.74 0.36 -1.06
N 1.79 -1.32 0.89
N -0.56 0.20 -0.53
H -4.07 -0.02 1.18
H -2.87 2.08 1.17
H -3.05 -2.04 -0.28
H -0.71 2.19 0.26
H -0.88 -1.79 -1.33
H 3.49 1.22 0.55
H 3.99 0.14 -0.72
H 4.24 -0.42 0.89
H 0.93 1.32 -1.54
H 1.02 -0.37 -1.77
H 0.80 -1.73 0.87
```

=====

This record from OMol25 describes a cluster of 2 separate species, C12H20N3O5 in total at a distorted geometry. The level of theory is ωB97M-V/def2-TZVPD.

Output
E_LUMO: 0.051 Ha
HOMO energy: -1.6 eV
ΔE to the lowest compared entry with this formula, charge and spin: 10.898 eV
charge: -1
frontier orbital gap: 3.0 eV

The geometry in XYZ format:
```
40
C12H20N3O5 | OMol25 | ωB97M-V/def2-TZVPD
C -0.64 2.83 1.87
C 0.09 1.75 1.20
C 0.32 1.78 -0.19
C 1.01 0.75 -0.71
N 1.44 -0.22 0.12
C 2.22 -1.31 -0.48
C 1.33 -2.42 -1.11
C 1.60 -2.58 -2.62
C 0.33 -2.99 -3.42
C -0.40 -1.74 -3.98
N -1.62 -1.47 -3.16
N 1.24 -0.33 1.44
C 0.57 0.65 1.98
C 0.34 0.61 3.48
O -0.97 0.19 3.78
O -1.09 -1.13 3.29
H 0.01 3.47 2.49
H -1.39 2.44 2.57
H -1.18 3.46 1.16
H -0.02 2.60 -0.80
H 1.23 0.70 -1.77
H 2.82 -1.76 0.30
H 2.87 -0.88 -1.25
H 1.63 -3.37 -0.65
H 0.27 -2.29 -0.89
H 1.99 -1.65 -3.05
H 2.36 -3.35 -2.78
H -0.34 -3.54 -2.76
H 0.59 -3.64 -4.25
H 0.22 -0.84 -3.89
H -0.63 -1.89 -5.04
H -2.42 -1.79 -3.70
H -1.71 -0.46 -3.10
H 1.07 -0.08 3.92
H 0.49 1.60 3.90
H -1.97 -1.18 2.90
C -2.95 4.54 3.83
O -3.89 5.05 4.47
O -1.70 4.66 4.14
O -3.12 3.82 2.76
```

=====

This record from OMol25 describes a structure of composition C49H41BiN8O5 at a distorted geometry. The level of theory is ωB97M-V/def2-TZVPD.

Output
E_LUMO (alpha / beta): -0.015 / -0.015 Ha
HOMO energy (alpha / beta): -7.3 / -7.3 eV
ΔE to the lowest compared entry with this formula, charge and spin: 0.133 eV
frontier orbital gap (alpha / beta): 6.8 / 6.8 eV

The geometry in XYZ format:
```
104
C49H41BiN8O5 | OMol25 | ωB97M-V/def2-TZVPD
Bi -0.66 -1.64 -0.15
C -4.40 0.41 2.06
C -3.46 -0.16 1.06
N -2.17 -0.04 1.03
N -1.62 0.68 2.05
C -0.36 0.38 2.21
O 0.24 -0.56 1.56
C 0.45 1.14 3.19
C 1.79 1.40 2.89
C 2.56 2.16 3.75
C 2.02 2.63 4.92
C 0.72 2.30 5.29
C -0.10 1.61 4.42
C -4.09 -1.03 0.03
C -5.47 -1.10 -0.14
C -5.95 -2.19 -0.84
C -5.10 -3.08 -1.46
C -3.76 -2.88 -1.32
N -3.27 -1.86 -0.63
H -3.89 0.82 2.91
H -5.10 -0.37 2.41
H -4.98 1.21 1.62
H 2.24 0.99 1.99
H 3.60 2.38 3.51
H 2.59 3.24 5.64
H 0.29 2.56 6.27
H -1.13 1.36 4.66
H -6.17 -0.39 0.29
H -7.02 -2.33 -0.92
H -5.53 -3.91 -2.02
H -2.99 -3.55 -1.77
C 1.41 -2.70 -3.10
O 1.36 -3.04 -1.71
C 2.45 -3.29 -0.97
C 3.69 -3.53 -1.53
C 4.81 -3.81 -0.79
C 4.73 -3.86 0.60
C 3.47 -3.65 1.16
C 2.33 -3.34 0.40
N 1.09 -2.98 1.00
N 1.11 -2.95 2.24
C 0.01 -2.70 3.03
C -1.29 -2.84 2.64
O -1.56 -3.01 1.39
C -2.30 -2.82 3.64
C -2.03 -2.42 4.91
C -0.70 -2.12 5.30
C -0.42 -1.63 6.57
C 0.88 -1.26 6.91
C 1.86 -1.40 5.95
C 1.60 -1.80 4.68
C 0.34 -2.23 4.34
H 1.74 -3.54 -3.67
H 1.98 -1.80 -3.29
H 0.39 -2.46 -3.41
H 3.84 -3.50 -2.62
H 5.67 -4.06 -1.35
H 5.55 -4.18 1.25
H 3.34 -3.71 2.24
H -3.33 -3.00 3.36
H -2.78 -2.30 5.70
H -1.24 -1.58 7.26
H 1.13 -0.88 7.90
H 2.91 -1.14 6.25
H 2.33 -1.87 3.88
C -2.67 2.50 -3.64
C -3.07 3.27 -2.38
C -4.23 2.68 -1.70
N -5.13 2.16 -1.19
H -1.92 3.09 -4.20
H -3.49 2.33 -4.31
H -2.28 1.55 -3.38
H -3.26 4.34 -2.57
H -2.26 3.26 -1.66
O 2.91 0.29 0.22
C 2.24 0.42 -0.79
N 2.63 1.18 -1.90
C 1.47 1.45 -2.71
C 0.45 0.47 -2.08
O -0.70 0.27 -2.47
N 0.98 -0.13 -1.03
C 1.03 2.95 -2.51
C 1.31 3.55 -1.30
C 0.91 4.84 -0.99
C 0.30 5.58 -1.96
C 0.03 5.00 -3.21
C 0.38 3.70 -3.50
C 1.83 1.20 -4.15
C 1.10 0.32 -4.98
C 1.46 0.15 -6.34
C 2.53 0.86 -6.82
C 3.29 1.68 -6.03
C 2.88 1.88 -4.69
H 3.23 1.93 -1.69
H 1.69 2.95 -0.46
H 1.19 5.22 -0.03
H 0.02 6.65 -1.80
H -0.42 5.60 -4.00
H 0.31 3.31 -4.49
H 0.26 -0.23 -4.55
H 0.88 -0.48 -6.96
H 2.82 0.72 -7.86
H 4.15 2.19 -6.46
H 3.52 2.52 -4.10
```

=====

This record from OMol25 describes a cluster of 4 separate species, H8O4 in total at a distorted geometry. The level of theory is ωB97M-V/def2-TZVPD.

Output
structure (SMILES): O.O.O.O
E_LUMO: 0.011 Ha
HOMO energy: -10.9 eV
ΔE to the lowest compared entry with this formula, charge and spin: 0.912 eV
frontier orbital gap: 11.2 eV

The geometry in XYZ format:
```
12
H8O4 | OMol25 | ωB97M-V/def2-TZVPD
O 21.94 -21.76 8.06
H 21.52 -20.91 7.95
H 21.18 -22.24 8.41
O 24.46 -20.05 7.17
H 24.19 -20.76 6.55
H 25.24 -19.77 6.72
O 23.48 -22.37 5.90
H 22.85 -22.20 6.60
H 23.60 -23.29 5.97
O 21.58 -23.32 3.59
H 20.68 -23.16 3.38
H 21.68 -22.99 4.47
```

=====

This record from OMol25 describes the ion C3H9N4 with charge +1 at a distorted geometry. The level of theory is ωB97M-V/def2-TZVPD.

Output
structure (SMILES): [H]/N=[N+](/N)C/N=C\C
E_LUMO: -0.202 Ha
HOMO energy: -14.4 eV
ΔE to the lowest compared entry with this formula, charge and spin: 5.525 eV
charge: +1
frontier orbital gap: 8.9 eV

The geometry in XYZ format:
```
16
C3H9N4 | OMol25 | ωB97M-V/def2-TZVPD
C -0.62 -0.91 -1.35
C -1.12 -1.30 -0.03
C 0.66 1.06 -0.85
N 0.18 0.04 -1.68
N 0.86 0.66 0.62
N -0.02 1.03 1.52
N 1.75 -0.13 0.99
H -1.09 -1.58 -2.20
H -1.84 -0.58 0.25
H -1.92 -2.17 -0.18
H 1.66 1.39 -1.37
H -0.20 1.81 -0.89
H -0.31 2.03 1.42
H -0.07 0.46 2.45
H 2.59 -0.34 0.42
H -0.51 -1.49 0.87
```

=====

This record from OMol25 describes a cluster of 3 separate species, C2H9NO4 in total at a distorted geometry. The level of theory is ωB97M-V/def2-TZVPD.

Output
structure (SMILES): CNC(=O)O.O.O
E_LUMO: 0.019 Ha
HOMO energy: -9.8 eV
ΔE to the lowest compared entry with this formula, charge and spin: 0.451 eV
frontier orbital gap: 10.3 eV

The geometry in XYZ format:
```
16
C2H9NO4 | OMol25 | ωB97M-V/def2-TZVPD
C -2.64 -0.41 0.73
N -2.14 -1.30 -0.29
C -0.85 -1.70 -0.40
O 0.06 -0.74 0.00
O -0.49 -2.79 -0.78
H -1.85 0.27 1.06
H -2.91 -1.00 1.61
H -3.46 0.21 0.38
H -2.79 -1.91 -0.76
H 0.69 -0.64 -0.76
H 2.25 2.25 -2.20
H 2.37 2.35 -0.69
O 2.45 1.75 -1.42
H 2.41 1.01 0.88
H 3.88 1.13 1.26
O 3.04 1.54 1.38
```

=====

Question: Which formula does entry 6 have?
Answer: C2H9NO4